1.
C14H36N4O2P | ωB97M-V/def2-TZVPD

The geometry in XYZ format:
```
57
C14H36N4O2P ωB97M-V/def2-TZVPD
N 0.16194 -2.77306 0.19999
P -1.00544 -3.64322 -0.39372
C -2.74210 -3.09606 -0.16500
N -3.49074 -4.14522 0.54161
C -2.83220 -1.73161 0.59419
O -3.11447 -0.75235 -0.12269
O -2.64081 -1.82566 1.81695
H 0.70604 -3.31616 0.85944
H -0.93718 -3.76467 -1.80436
H -1.04915 -4.98132 0.03220
H -3.15412 -2.95758 -1.16440
H -3.52845 -3.86319 1.51767
H -4.43882 -4.17644 0.19213
C -1.58908 3.41567 -5.41730
C -1.10283 2.19344 -4.65136
N -0.85289 2.46662 -3.25251
C -0.11466 1.40893 -2.57442
C -0.79829 0.04765 -2.44803
C -1.97939 3.01286 -2.50820
C -3.28649 2.20819 -2.47759
H -0.90993 4.25698 -5.26864
H -1.63162 3.19203 -6.48507
H -2.58861 3.72171 -5.10651
H -0.15717 1.85840 -5.08783
H -1.82038 1.37125 -4.80959
H 0.13973 1.77105 -1.57499
H 0.84096 1.28884 -3.09828
H -1.60932 0.05996 -1.72143
H -0.08009 -0.69494 -2.09160
H -1.19036 -0.30481 -3.40504
H -2.19417 4.00906 -2.90840
H -1.63991 3.18087 -1.48379
H -3.57497 1.87078 -3.47563
H -4.09288 2.84318 -2.10266
H -3.23107 1.33782 -1.82504
C 3.41420 -1.12864 5.45822
C 2.38258 -0.78450 4.39302
N 2.65370 0.47647 3.72947
C 1.52849 0.96278 2.93772
C 1.07936 0.12892 1.73722
C 3.96072 0.58473 3.11069
C 4.35574 -0.47128 2.06791
H 3.53132 -0.30230 6.16178
H 3.09030 -2.01002 6.01415
H 4.39142 -1.35445 5.02834
H 1.40250 -0.69349 4.86701
H 2.30028 -1.62959 3.69147
H 1.76958 1.97962 2.61112
H 0.68076 1.06625 3.62213
H 1.77754 0.19702 0.90270
H 0.11137 0.48107 1.37856
H 0.94213 -0.92231 1.98111
H 4.71497 0.57470 3.90410
H 4.02857 1.57932 2.66198
H 4.14138 -1.48234 2.41656
H 5.43018 -0.41144 1.87511
H 3.84179 -0.32951 1.11956
```

Summary:
Lowest unoccupied orbital energy, eV: 3.0
Orbital gap, eV: 7.6
HOMO energy, eV: -4.56
Max |F|, Eh/bohr: 0.0112
Electronic energy, eV: -34446.5643
Net charge: -1
Spin multiplicity: 1

***

2.
C14H36O14PbS4 | ωB97M-V/def2-TZVPD

The geometry in XYZ format:
```
69
C14H36O14PbS4 ωB97M-V/def2-TZVPD
Pb -0.37370 -0.06399 1.89282
O -1.23670 1.75523 3.08738
C -1.09840 3.12067 3.40486
C -1.83941 3.71259 4.63055
O -3.17362 3.60916 4.45382
H -1.13505 3.72185 2.48193
H 0.00532 3.21042 3.56013
H -1.48437 4.73691 4.88580
H -1.48706 3.11733 5.50786
O 0.96293 -0.88660 -0.17248
S 1.79135 -0.62957 -1.32231
O 2.13611 -1.71930 -2.18648
O 1.00174 0.41598 -2.25609
C 1.33281 0.55195 -3.63267
C 0.04644 0.92076 -4.37688
C 3.19618 0.45901 -0.83641
H 1.81428 -0.25507 -4.18008
H 1.98662 1.42755 -3.69140
H -0.43598 0.04331 -4.80447
H 0.28933 1.52566 -5.25779
H -0.63474 1.59868 -3.86707
H 4.09140 -0.15484 -0.95259
H 3.21471 0.71500 0.21909
H 3.15010 1.29514 -1.52542
O 1.86710 3.38776 -1.20340
S 0.85894 3.16199 -0.19979
O 0.69743 1.91133 0.50674
O 0.86083 4.36373 0.84215
C 2.03782 4.48847 1.68981
C 1.97846 5.80064 2.41888
C -0.75470 3.66755 -0.98797
H 2.84990 4.55774 0.96302
H 2.05477 3.68853 2.42774
H 1.23815 5.79409 3.22379
H 1.74196 6.71669 1.88258
H 2.93578 5.82910 2.94576
H -1.32004 4.05860 -0.14446
H -1.21255 2.78073 -1.42277
H -0.58038 4.41730 -1.75327
O -1.97120 -0.02349 -0.08802
S -2.84445 -0.25004 -1.21376
O -2.74449 0.69766 -2.27503
O -2.55856 -1.70362 -1.84153
C -2.27123 -2.73591 -0.85702
C -2.89657 -4.03944 -1.31117
C -4.56022 -0.36357 -0.73253
H -2.74871 -2.50420 0.09513
H -1.18786 -2.80312 -0.85656
H -3.93834 -3.96989 -1.61270
H -2.72070 -4.84614 -0.59491
H -2.32596 -4.49326 -2.12942
H -4.89598 0.64777 -0.51082
H -4.65962 -0.99416 0.14868
H -5.11918 -0.76339 -1.57472
O 0.10999 -2.56796 2.28292
S 0.67663 -3.85706 1.97699
O 0.57562 -4.94590 2.89125
O 0.10092 -4.35399 0.57294
C 0.56849 -5.58545 0.01150
C 1.44098 -5.19440 -1.16309
C 2.42477 -3.66771 1.70251
H -0.27416 -6.10626 -0.43786
H 1.12149 -6.16862 0.74522
H 2.22651 -4.44790 -1.03862
H 0.85113 -4.73563 -1.96057
H 1.91275 -6.08226 -1.59042
H 2.87296 -3.38869 2.65637
H 2.62819 -2.94249 0.92040
H 2.83306 -4.66296 1.53396
```

Summary:
Lowest unoccupied orbital energy, eV: -0.6
Orbital gap, eV: 3.2
HOMO energy, eV: -3.87
Max |F|, Eh/bohr: 0.0846
Electronic energy, eV: -92347.6060
Net charge: 0
Spin multiplicity: 1

***

3.
C14H37AlClF2NO9P3 | ωB97M-V/def2-TZVPD

The geometry in XYZ format:
```
68
C14H37AlClF2NO9P3 ωB97M-V/def2-TZVPD
C -1.13343 -8.53416 2.76146
C -0.06740 -9.13380 1.83153
F -0.51168 -8.94418 0.47357
Al 1.75412 -8.28918 2.11958
N 2.23682 -8.19257 3.89853
F 2.91014 -9.26612 1.33698
P 1.71102 -6.08218 1.09087
O 2.08541 -5.01179 2.32679
Cl -0.32953 -5.62360 0.70956
H -1.75911 -7.86157 2.17163
H -0.68694 -7.96912 3.58461
H -1.77377 -9.30518 3.20613
H -0.03562 -10.22070 1.97655
H 2.28496 -9.10346 4.34230
H 1.68371 -7.57643 4.48159
H 1.90902 -4.12248 1.99962
O 0.29849 -0.81027 -4.84484
P -0.35167 -0.74464 -3.53676
O -1.26824 -1.98159 -3.17845
C -0.73952 -3.32373 -3.27970
C 0.25675 -3.63832 -2.18676
O -1.54202 0.35240 -3.59726
C -1.56028 1.35443 -4.60903
C -2.63008 1.04761 -5.63535
O 0.37871 -0.31232 -2.21829
C -0.23949 0.36765 -1.11604
C -1.15528 -0.51171 -0.29637
H -0.29744 -3.46117 -4.26855
H -1.60201 -3.98393 -3.20862
H 1.14870 -3.01331 -2.27632
H 0.56656 -4.68123 -2.23823
H -0.17378 -3.45948 -1.20358
H -0.58369 1.44348 -5.08593
H -1.77598 2.30344 -4.10931
H -2.49605 0.04092 -6.03138
H -2.59255 1.76097 -6.46036
H -3.62081 1.09289 -5.18025
H -0.74441 1.26904 -1.46167
H 0.59031 0.69639 -0.48928
H -2.07779 -0.73708 -0.83136
H -1.41382 0.00879 0.62696
H -0.66998 -1.45459 -0.04693
O -0.55127 3.85725 2.38284
P 0.30714 4.88742 1.80423
O 0.04952 6.34873 2.38363
C 0.03739 6.54806 3.80584
C 1.41857 6.45505 4.42257
O -0.16414 5.20169 0.29788
C -0.94534 4.25383 -0.43425
C -2.37790 4.72574 -0.55012
O 1.85741 4.74715 1.61359
C 2.62478 5.36635 0.56804
C 2.78448 6.85793 0.74724
H -0.64207 5.82745 4.26550
H -0.37930 7.54237 3.96047
H 1.83183 5.45031 4.31921
H 1.37223 6.69586 5.48489
H 2.10737 7.14496 3.93423
H -0.89674 3.27125 0.03508
H -0.49756 4.17112 -1.42762
H -2.78639 4.94760 0.43605
H -2.99717 3.96535 -1.02791
H -2.43146 5.64148 -1.14105
H 2.20525 5.12036 -0.40597
H 3.59884 4.88083 0.61874
H 1.85229 7.38648 0.54927
H 3.53846 7.22125 0.04783
H 3.10148 7.09602 1.76214
```

Summary:
Lowest unoccupied orbital energy, eV: 1.9
Orbital gap, eV: 5.9
HOMO energy, eV: -3.99
Max |F|, Eh/bohr: 0.0641
Electronic energy, eV: -87468.2422
Net charge: -1
Spin multiplicity: 1

***

4.
C14H38Ba2O12 | ωB97M-V/def2-TZVPD

The geometry in XYZ format:
```
66
C14H38Ba2O12 ωB97M-V/def2-TZVPD
Ba 12.70521 -8.75456 -19.41630
Ba 14.30224 -4.88254 -17.87172
O 15.35584 -8.63101 -15.67642
C 14.43852 -8.68754 -16.64828
O 14.38889 -7.68558 -17.34952
O 13.50729 -9.56035 -16.72339
H 15.84881 -7.83392 -15.88435
O 9.67422 -5.68464 -17.43925
C 10.59042 -6.55743 -17.96282
O 11.80397 -6.32815 -18.00033
O 10.17466 -7.66379 -18.39816
H 8.83457 -6.14648 -17.49669
C 7.20204 -4.57583 -14.58710
C 7.00997 -5.68390 -13.51721
O 8.25866 -6.37681 -13.33612
H 7.75623 -3.79683 -14.06352
H 6.22017 -4.10733 -14.65447
H 7.58790 -4.80784 -15.57976
H 6.07208 -6.21765 -13.67072
H 6.78264 -5.19878 -12.56796
H 8.53648 -6.62050 -14.22214
C 12.73159 -6.14503 -13.36196
C 12.00472 -5.31033 -14.33385
O 13.02681 -4.68044 -15.13267
H 13.20990 -5.57191 -12.56770
H 13.35726 -6.85312 -13.90532
H 11.93863 -6.70219 -12.86307
H 11.41231 -4.61334 -13.74108
H 11.36119 -5.81124 -15.05707
H 13.09863 -3.78747 -14.78764
C 7.37858 -8.72952 -22.77237
C 7.50737 -8.69308 -21.22631
O 8.67996 -7.92401 -20.96424
H 6.50868 -9.33748 -23.02090
H 8.31601 -8.96332 -23.27700
H 7.20117 -7.71044 -23.11601
H 7.58338 -9.66503 -20.73883
H 6.67268 -8.11676 -20.82724
H 8.84413 -7.95599 -20.01893
C 6.42601 -7.77346 -17.10776
C 7.31173 -8.81169 -16.45646
O 8.46212 -8.33105 -15.80032
H 6.02341 -7.21442 -16.26308
H 5.62366 -8.22663 -17.68997
H 6.99129 -7.09865 -17.75056
H 7.74102 -9.52068 -17.16437
H 6.71255 -9.36869 -15.73617
H 9.24511 -8.36445 -16.35477
C 10.86100 -1.59188 -18.58917
C 11.40454 -2.23367 -17.35264
O 11.75253 -3.57843 -17.60737
H 10.47042 -0.57831 -18.49849
H 9.96524 -2.17497 -18.80303
H 11.43375 -1.64305 -19.51514
H 10.82906 -2.12962 -16.43280
H 12.22204 -1.53822 -17.16253
H 11.20875 -4.22532 -17.15192
C 9.28623 -12.43239 -18.46627
C 9.89159 -11.06932 -18.90511
O 11.21885 -10.88714 -18.56154
H 9.24728 -12.59228 -17.38877
H 10.00879 -13.17862 -18.79662
H 8.32386 -12.66201 -18.92367
H 9.31261 -10.15513 -18.77421
H 9.78516 -11.10119 -19.98944
H 11.39148 -11.20343 -17.67173
```

Summary:
Lowest unoccupied orbital energy, eV: -7.2
Orbital gap, eV: 6.4
HOMO energy, eV: -13.61
Max |F|, Eh/bohr: 0.1226
Electronic energy, eV: -41081.0145
Net charge: +2
Spin multiplicity: 1